1.
109
Properties=species:S:1:pos:R:3:lowdin_charge:R:1 method="wB97M-V/def2-TZVPD" e_above_lowest_kcal_mol=141.49 lumo_ev=-9.570 total_charge=+3 orbital_gap_ev=5.582
Pt -0.16 -0.46 -0.62 0.6115
N -2.51 -2.67 -1.42 -0.0437
P -2.05 -1.58 -0.18 0.8618
C -1.82 -2.66 1.24 -0.3123
C -2.42 -3.85 1.33 -0.0382
C -2.47 -4.62 2.58 -0.0430
C -1.84 -4.19 3.67 -0.0062
C -0.90 -3.03 3.62 -0.1581
C -1.00 -2.10 2.37 -0.2118
C -3.58 -0.69 0.09 -0.3670
C -4.02 0.16 -0.93 -0.0982
C -5.23 0.81 -0.82 -0.0516
C -6.01 0.62 0.32 -0.0398
C -5.58 -0.21 1.34 -0.0441
C -4.36 -0.87 1.23 -0.0787
P -0.43 -0.65 -2.95 0.8627
C -0.09 0.26 -4.45 -0.3461
C -0.76 1.45 -4.74 -0.0769
C -0.59 2.04 -5.98 -0.0493
C 0.23 1.44 -6.92 -0.0335
C 0.90 0.25 -6.62 -0.0388
C 0.75 -0.35 -5.38 -0.0777
C 1.23 -1.19 -2.47 -0.4411
C 1.40 -2.45 -1.84 -0.1143
C 2.65 -2.89 -1.47 -0.0447
C 3.77 -2.09 -1.73 -0.0245
C 3.63 -0.86 -2.34 -0.0549
C 2.37 -0.39 -2.69 -0.0866
H -3.39 -3.11 -1.17 0.0813
H -2.98 -4.26 0.50 0.1026
H -3.09 -5.51 2.61 0.1173
H -1.94 -4.72 4.61 0.1287
H -0.90 -2.47 4.55 0.1579
H -1.32 -1.07 2.58 0.1212
H -3.40 0.32 -1.81 0.0933
H -5.57 1.46 -1.61 0.1171
H -6.96 1.13 0.41 0.1211
H -6.19 -0.36 2.22 0.1201
H -4.04 -1.52 2.02 0.1114
H -1.40 1.92 -4.01 0.1067
H -1.10 2.97 -6.22 0.1195
H 0.36 1.88 -7.90 0.1233
H 1.54 -0.21 -7.36 0.1225
H 1.26 -1.27 -5.16 0.1201
H 0.54 -3.11 -1.74 0.1053
H 2.77 -3.86 -1.02 0.1222
H 4.75 -2.45 -1.47 0.1269
H 4.50 -0.26 -2.57 0.1209
H 2.27 0.56 -3.20 0.1208
O -2.26 1.05 2.09 0.2032
C -1.41 1.80 1.74 -0.3839
O -1.26 2.21 0.41 0.0081
C -0.30 2.43 2.54 -0.1848
C -0.52 3.01 3.83 0.0747
C 0.53 3.29 4.64 0.0283
C 1.83 2.93 4.24 0.0573
C 2.05 2.18 3.10 -0.0503
C 1.00 1.83 2.22 -0.2219
P 1.26 0.24 1.23 1.0463
C 1.30 -1.01 2.53 -0.3105
C 0.53 -2.24 2.15 -0.2329
C 0.56 -3.38 3.20 -0.1643
C 1.57 -3.27 4.29 0.0034
C 2.20 -2.12 4.54 -0.0419
C 2.02 -0.97 3.66 -0.0449
C 2.95 0.55 0.67 -0.3856
C 3.12 1.58 -0.27 -0.1422
C 4.40 1.93 -0.69 -0.0683
C 5.50 1.24 -0.20 -0.0424
C 5.33 0.19 0.70 -0.0427
C 4.05 -0.15 1.13 -0.0717
H -1.54 3.24 4.12 0.1557
H 0.37 3.76 5.60 0.1405
H 2.68 3.18 4.86 0.1442
H 3.06 1.87 2.85 0.1284
H 0.79 -2.54 1.13 0.1159
H 0.59 -4.36 2.72 0.1605
H 1.75 -4.14 4.92 0.1312
H 2.90 -2.03 5.36 0.1169
H 2.57 -0.07 3.94 0.1013
H 2.27 2.11 -0.67 0.1055
H 4.53 2.73 -1.40 0.1249
H 6.50 1.51 -0.52 0.1243
H 6.18 -0.35 1.07 0.1232
H 3.93 -0.97 1.83 0.1097
N -0.29 3.15 0.29 0.2132
C 0.40 3.36 1.35 -0.1662
C 1.13 4.63 1.53 -0.1870
C 2.46 4.80 1.17 -0.0109
C 3.05 6.04 1.33 -0.0368
C 2.32 7.10 1.87 -0.0309
C 1.00 6.92 2.24 -0.0327
C 0.39 5.69 2.06 -0.0097
H 3.03 3.98 0.77 0.0964
H 4.08 6.19 1.05 0.1200
H 2.79 8.06 2.00 0.1243
H 0.44 7.74 2.67 0.1227
H -0.65 5.56 2.33 0.1282
C -4.24 -4.08 -3.07 -0.0056
N -3.29 -3.08 -3.56 -0.1172
C -3.29 -2.84 -5.00 -0.0017
C -2.39 -2.50 -2.78 -0.4658
N -1.41 -1.82 -3.32 -0.0806
H -4.47 -4.76 -3.89 0.1079
H -5.17 -3.62 -2.73 0.1107
H -3.80 -4.69 -2.28 0.0948
H -4.32 -2.90 -5.35 0.1035
H -2.69 -3.58 -5.52 0.1090
H -2.89 -1.85 -5.21 0.0836

2.
116
Properties=species:S:1:pos:R:3:lowdin_charge:R:1 method="wB97M-V/def2-TZVPD" e_above_lowest_kcal_mol=45.55 lumo_ev=-3.117 total_charge=+1 orbital_gap_ev=6.824
Ti -11.70 -10.19 17.37 1.1348
N -10.76 -12.05 17.72 -0.0416
C -10.62 -12.56 19.10 -0.1976
C -9.98 -11.50 20.00 -0.1714
C -10.86 -10.37 20.45 -0.2088
N -10.92 -9.35 19.39 -0.0048
H -11.33 -12.72 17.23 0.1030
H -9.91 -12.02 17.17 0.0449
H -9.99 -13.49 19.07 0.1338
H -11.59 -12.84 19.52 0.1119
H -9.10 -11.14 19.48 0.1181
H -9.61 -12.06 20.88 0.1268
H -10.47 -9.95 21.39 0.1300
H -11.87 -10.65 20.59 0.0991
H -10.08 -8.80 19.32 0.0457
H -11.64 -8.68 19.60 0.0623
C -17.29 -13.44 16.13 -0.0868
C -15.99 -13.54 15.61 -0.0815
C -15.21 -12.43 15.40 -0.0536
C -15.77 -11.13 15.70 -0.3508
C -17.09 -11.05 16.07 -0.1396
C -17.82 -12.21 16.40 -0.0791
P -14.88 -9.54 15.59 1.1273
C -15.77 -8.54 14.31 -0.3778
C -15.39 -7.22 14.24 -0.1069
C -15.89 -6.38 13.24 -0.0559
C -16.82 -6.88 12.28 -0.0875
C -17.24 -8.19 12.36 -0.0865
C -16.73 -8.99 13.41 -0.0981
C -13.44 -10.20 14.65 -0.3966
C -13.60 -10.42 13.29 -0.0826
C -12.63 -11.13 12.58 -0.0792
C -11.58 -11.72 13.25 -0.0798
C -11.40 -11.44 14.60 -0.1412
C -12.32 -10.72 15.35 -0.2124
H -17.86 -14.30 16.39 0.0944
H -15.61 -14.48 15.26 0.1053
H -14.22 -12.52 15.03 0.0877
H -17.64 -10.11 16.21 0.0888
H -18.88 -12.15 16.68 0.1149
H -14.64 -6.87 14.88 0.0598
H -15.50 -5.36 13.17 0.1027
H -17.15 -6.24 11.42 0.1168
H -17.87 -8.60 11.55 0.1137
H -17.07 -10.05 13.45 0.1179
H -14.33 -9.96 12.62 0.1132
H -12.76 -11.27 11.53 0.0998
H -10.79 -12.42 12.78 0.1360
H -10.51 -11.76 15.15 0.0582
C -8.13 -13.97 15.83 -0.0246
C -7.47 -12.60 15.81 -0.3184
C -6.13 -12.39 15.55 0.0035
C -5.60 -11.11 15.71 -0.0085
C -6.42 -10.06 16.17 -0.2054
C -5.98 -8.73 16.33 -0.5875
Br -4.14 -8.44 15.87 0.8038
C -6.77 -7.77 16.83 -0.1529
C -8.12 -8.07 17.11 -0.5651
Br -9.21 -6.73 17.85 0.9420
C -8.69 -9.31 16.78 -0.2972
O -9.98 -9.64 16.77 -0.2239
C -7.78 -10.34 16.33 -0.1118
N -8.28 -11.62 16.19 0.1313
H -9.19 -13.93 15.54 0.0701
H -8.03 -14.45 16.81 0.0822
H -7.55 -14.67 15.14 0.1021
H -5.51 -13.23 15.33 0.1154
H -4.60 -10.92 15.42 0.0517
H -6.45 -6.76 16.94 0.1000
C -16.96 -4.42 20.48 -0.0683
O -16.56 -5.67 19.98 -0.0705
C -17.45 -6.37 19.24 -0.2198
C -18.68 -5.99 18.74 0.0028
C -19.51 -6.95 18.12 -0.0440
C -19.01 -8.23 17.89 -0.0674
C -17.74 -8.60 18.27 -0.0487
C -16.96 -7.65 18.86 -0.1185
N -15.60 -7.96 19.18 0.1810
C -14.96 -9.09 19.28 0.0571
C -15.39 -10.48 19.25 -0.1352
C -16.55 -10.99 19.80 -0.0598
C -16.74 -12.34 19.91 -0.0653
C -15.72 -13.23 19.46 -0.0416
C -14.56 -12.75 18.89 -0.0030
C -14.34 -11.36 18.85 -0.3086
O -13.19 -10.91 18.41 -0.2058
H -16.84 -3.63 19.76 0.0889
H -16.31 -4.13 21.33 0.1141
H -18.01 -4.44 20.82 0.0995
H -19.07 -4.92 18.89 0.1426
H -20.44 -6.59 17.82 0.0949
H -19.72 -8.94 17.43 0.1231
H -17.37 -9.59 18.08 0.0713
H -14.99 -7.15 19.30 0.1409
H -13.93 -8.86 19.49 0.1190
H -17.34 -10.31 20.22 0.1450
H -17.62 -12.78 20.44 0.1252
H -15.81 -14.31 19.61 0.1188
H -13.80 -13.37 18.48 0.1097
O -12.91 -6.95 18.86 0.0235
C -12.52 -7.20 17.72 -0.5561
O -12.31 -8.43 17.34 -0.1978
C -12.43 -6.20 16.64 -0.1923
C -12.86 -4.93 16.87 -0.0050
C -12.92 -4.02 15.81 0.0280
C -12.38 -4.33 14.62 -0.2499
O -12.41 -3.67 13.46 0.0635
C -11.47 -4.36 12.65 -0.1204
O -11.43 -5.71 13.13 0.0434
C -11.90 -5.62 14.42 -0.1801
C -11.98 -6.59 15.37 0.0598
H -13.11 -4.67 17.90 0.1265
H -13.34 -3.02 16.04 0.1367
H -10.50 -3.94 12.93 0.1432
H -11.63 -4.29 11.59 0.1435
H -11.59 -7.56 15.23 0.1223

3.
115
Properties=species:S:1:pos:R:3:lowdin_charge:R:1 method="wB97M-V/def2-TZVPD" e_above_lowest_kcal_mol=0.00 lumo_ev=3.170 total_charge=-2 orbital_gap_ev=3.707
Cs -0.56 -0.20 1.08 0.7922
C 3.39 -1.35 -1.78 -0.5341
C 4.00 -2.36 -0.82 -0.5158
S 3.26 -2.35 0.84 0.8642
C 2.92 -4.12 1.07 -0.5365
C 2.02 -4.79 0.04 -0.5282
S 0.39 -4.01 -0.15 0.8391
C 0.28 -3.87 -1.96 -0.5409
C 1.35 -3.03 -2.66 -0.5178
S 1.59 -1.37 -1.98 0.8367
H 3.59 -0.34 -1.42 0.0227
H 3.87 -1.44 -2.75 0.0837
H 3.93 -3.38 -1.22 0.0524
H 5.07 -2.14 -0.72 0.0690
H 3.86 -4.67 1.13 0.0747
H 2.46 -4.17 2.06 0.0470
H 2.50 -4.81 -0.94 0.0506
H 1.89 -5.83 0.33 0.0675
H 0.26 -4.86 -2.41 0.0756
H -0.70 -3.42 -2.12 0.0480
H 2.31 -3.54 -2.64 0.0561
H 1.06 -2.94 -3.71 0.0612
Br 4.21 -3.60 6.65 0.6850
C 2.72 -3.45 5.47 -0.6798
C 2.58 -2.32 4.69 -0.0974
C 1.50 -2.25 3.83 -0.0261
C 0.55 -3.27 3.79 -0.2752
C 0.72 -4.41 4.57 -0.0388
C 1.82 -4.50 5.42 -0.1441
N -0.53 -3.08 2.90 0.0940
C -1.67 -3.57 3.14 -0.1128
C -2.83 -3.35 2.24 -0.2886
C -4.08 -3.80 2.62 -0.0382
C -5.17 -3.52 1.80 -0.0735
C -4.95 -2.80 0.65 -0.0423
C -3.65 -2.39 0.34 -0.1004
N -2.61 -2.67 1.11 0.0827
H 3.27 -1.49 4.72 0.0935
H 1.40 -1.41 3.15 0.0686
H 0.02 -5.23 4.51 0.1037
H 1.98 -5.39 6.02 0.0905
H -1.89 -4.14 4.06 0.1213
H -4.20 -4.35 3.55 0.1033
H -6.16 -3.85 2.08 0.0993
H -5.77 -2.54 -0.02 0.1047
H -3.45 -1.82 -0.56 0.0844
S -4.59 3.76 1.27 0.8855
C -4.00 3.88 -0.34 -0.4851
C -3.14 2.87 -0.65 -0.2832
C -2.91 1.89 0.39 -0.2278
C -3.65 2.24 1.48 -0.5364
C -3.76 1.54 2.76 -0.3022
C -4.53 2.04 3.82 -0.0620
C -4.60 1.34 5.01 -0.0989
C -3.91 0.14 5.14 -0.0958
C -3.17 -0.28 4.04 -0.1630
N -3.09 0.38 2.89 0.0587
H -4.31 4.71 -0.96 0.0427
H -2.68 2.81 -1.63 0.0751
H -5.05 2.98 3.71 0.0672
H -5.19 1.73 5.83 0.0944
H -3.92 -0.44 6.05 0.0855
H -2.60 -1.20 4.10 0.0868
C 0.85 6.64 1.27 -0.1111
C 2.06 6.21 0.73 -0.1047
C 2.14 4.97 0.11 -0.1133
C 1.02 4.15 0.02 -0.3678
C -0.18 4.58 0.58 -0.0869
C -0.27 5.82 1.19 -0.0812
As 1.02 2.38 -0.82 1.3257
C 0.78 2.90 -2.69 -0.3890
C 1.13 4.15 -3.21 -0.1189
C 0.97 4.41 -4.56 -0.1080
C 0.46 3.43 -5.41 -0.0969
C 0.10 2.20 -4.90 -0.0617
C 0.25 1.94 -3.54 -0.1040
C 2.97 2.09 -0.84 -0.3946
C 3.52 1.61 0.35 -0.1041
C 4.88 1.30 0.41 -0.0830
C 5.69 1.46 -0.70 -0.1116
C 5.14 1.95 -1.89 -0.1073
C 3.78 2.26 -1.95 -0.1096
H 0.79 7.61 1.76 0.0889
H 2.94 6.84 0.81 0.0908
H 3.09 4.64 -0.29 0.0963
H -1.05 3.94 0.54 0.0782
H -1.21 6.14 1.62 0.1003
H 1.51 4.92 -2.55 0.0910
H 1.23 5.39 -4.95 0.0890
H 0.33 3.64 -6.46 0.0934
H -0.33 1.43 -5.54 0.0934
H -0.06 0.98 -3.14 0.0583
H 2.90 1.45 1.22 0.0747
H 5.28 0.92 1.34 0.1072
H 6.74 1.22 -0.66 0.0904
H 5.76 2.07 -2.76 0.0924
H 3.37 2.62 -2.89 0.0954
Cl -2.63 0.14 -8.29 0.5090
C -2.46 -0.11 -6.55 -0.7370
C -3.13 0.71 -5.64 -0.1721
C -3.01 0.51 -4.29 -0.0816
C -2.20 -0.55 -3.72 -0.3702
C -2.05 -0.71 -2.36 -0.0909
C -1.55 -1.37 -4.71 -0.0830
C -1.68 -1.16 -6.06 -0.1753
H -3.75 1.52 -6.01 0.0891
H -3.53 1.16 -3.61 0.0949
H -1.40 -1.48 -1.97 -0.0141
H -2.45 0.02 -1.67 0.0030
H -0.93 -2.20 -4.37 0.0722
H -1.16 -1.81 -6.77 0.0858
O 2.80 0.68 4.10 -0.1004
C 1.74 1.20 3.72 -0.6209
O 1.27 1.24 2.55 -0.3513
H 1.10 1.69 4.50 0.1090

4.
114
Properties=species:S:1:pos:R:3:lowdin_charge:R:1 method="wB97M-V/def2-TZVPD" lumo_ev=-2.587 total_charge=0 orbital_gap_ev=2.843
C -0.02 -1.44 5.94 -0.0770
C 1.35 -1.55 5.72 -0.0610
C 2.00 -0.70 4.82 -0.0262
C 1.24 0.25 4.16 -0.2777
O 1.92 1.07 3.17 -0.2232
P 2.44 0.20 1.88 0.8167
O 3.34 1.28 1.00 -0.2192
C 3.62 2.55 1.48 -0.3045
C 4.96 2.87 1.66 0.0015
C 5.25 4.07 2.31 -0.0721
C 4.22 4.90 2.76 -0.0858
C 2.89 4.55 2.54 -0.0613
C 2.57 3.35 1.90 -0.0291
O 3.55 -0.86 2.52 -0.2000
C 4.80 -1.08 1.91 -0.2815
C 5.87 -1.52 2.68 -0.0029
C 7.13 -1.60 2.08 -0.0729
C 7.30 -1.25 0.74 -0.0906
C 6.21 -0.84 -0.02 -0.0580
C 4.94 -0.76 0.57 -0.0723
Pd 0.64 -0.06 0.66 0.5745
P -1.45 -0.06 1.33 0.8344
O -2.05 -1.05 2.52 -0.2212
C -3.31 -0.89 3.17 -0.2863
C -3.99 -2.00 3.62 -0.0124
C -5.26 -1.79 4.18 -0.0645
C -5.79 -0.51 4.29 -0.0847
C -5.06 0.59 3.84 -0.0571
C -3.81 0.39 3.29 -0.0351
O -1.91 1.51 1.68 -0.2669
C -2.75 2.25 0.80 -0.2814
C -3.80 2.98 1.34 -0.0213
C -4.71 3.56 0.44 -0.0690
C -4.54 3.42 -0.93 -0.0808
C -3.46 2.69 -1.43 -0.0408
C -2.55 2.09 -0.56 -0.0277
O -2.45 -0.51 0.07 -0.2376
C -3.35 -1.58 0.15 -0.2902
C -4.69 -1.26 0.02 0.0108
C -5.62 -2.27 0.23 -0.0623
C -5.21 -3.56 0.58 -0.0867
C -3.85 -3.84 0.71 -0.0761
C -2.90 -2.84 0.52 -0.0335
C 0.78 -2.02 -0.29 -0.1132
C 1.64 -3.06 0.28 -0.2149
C 1.12 -3.88 1.30 -0.0159
C 1.88 -4.91 1.83 -0.0609
C 3.18 -5.13 1.37 -0.0563
C 3.73 -4.28 0.41 -0.0541
C 2.97 -3.25 -0.14 -0.0239
C 1.23 -1.01 -1.19 -0.2260
C 0.30 -0.03 -1.59 0.0134
C -0.12 0.38 4.34 -0.0319
C -0.76 -0.48 5.25 -0.0655
H -0.53 -2.12 6.63 0.1087
H 1.93 -2.30 6.27 0.1079
H 3.06 -0.80 4.65 0.1062
H 5.74 2.20 1.32 0.1200
H 6.29 4.35 2.47 0.1068
H 4.46 5.83 3.30 0.1074
H 2.09 5.20 2.88 0.1101
H 1.54 3.07 1.75 0.1141
H 5.72 -1.79 3.72 0.1189
H 7.98 -1.94 2.66 0.1065
H 8.30 -1.29 0.28 0.1087
H 6.32 -0.59 -1.07 0.1160
H 4.10 -0.44 -0.03 0.0888
H -3.57 -2.99 3.53 0.1209
H -5.83 -2.64 4.53 0.1083
H -6.77 -0.35 4.74 0.1070
H -5.45 1.60 3.93 0.1087
H -3.25 1.25 3.00 0.0702
H -3.92 3.10 2.41 0.1128
H -5.54 4.14 0.84 0.1068
H -5.25 3.88 -1.62 0.1104
H -3.31 2.59 -2.51 0.1217
H -1.70 1.54 -0.95 0.0865
H -4.99 -0.24 -0.23 0.1292
H -6.68 -2.04 0.14 0.1106
H -5.95 -4.35 0.75 0.1095
H -3.53 -4.84 0.99 0.1115
H -1.85 -3.06 0.66 0.0879
H -0.29 -2.16 -0.12 0.0862
H 0.11 -3.68 1.69 0.1125
H 1.47 -5.54 2.63 0.1107
H 3.77 -5.96 1.77 0.1109
H 4.77 -4.42 0.08 0.1165
H 3.40 -2.60 -0.90 0.1101
H 2.26 -0.95 -1.48 0.1048
H -0.77 -0.21 -1.47 0.0531
H 0.62 0.80 -2.21 0.0882
H -0.69 1.11 3.77 0.1013
H -1.83 -0.39 5.40 0.1072
C -0.36 2.13 -9.50 -0.0757
C -0.65 1.84 -8.03 -0.5750
C -2.03 2.40 -7.65 -0.0462
C -0.63 0.32 -7.80 -0.0846
C -0.74 -0.09 -6.31 -0.4778
O -1.28 -1.16 -5.99 -0.0611
C -0.20 0.82 -5.35 -0.0354
C 0.37 2.09 -5.66 -0.4779
O 0.80 2.86 -4.78 -0.0762
C 0.43 2.50 -7.16 -0.0837
H 0.63 1.73 -9.78 0.0806
H -1.11 1.66 -10.15 0.0807
H -0.36 3.21 -9.69 0.0805
H -2.27 2.22 -6.60 0.0828
H -2.07 3.49 -7.82 0.0815
H -2.82 1.94 -8.27 0.0823
H -1.47 -0.17 -8.33 0.1182
H 0.30 -0.12 -8.20 0.1257
H -0.24 0.53 -4.31 0.0574
H 1.44 2.24 -7.53 0.1247
H 0.35 3.60 -7.19 0.1182